[1]
C27H47IrN2O5SSi4Te as an isolated structure, computed with the ωB97M-V functional and the def2-TZVPD basis.

The geometry in ORCA input format:
```
! RIJCOSX wB97M-V def2-TZVPD def2/J DEFGRID3
* xyz 0 1
Ir -0.268 1.143 -0.679
O 2.073 2.055 -0.805
C 2.768 1.674 0.377
C 2.587 0.187 0.635
N 1.174 -0.224 0.614
C 0.493 0.004 1.905
C 0.210 1.471 2.130
O 0.476 2.042 3.164
O -0.340 2.050 1.082
C 0.956 -1.603 0.188
C -0.334 -1.725 -0.600
O -0.529 -2.749 -1.234
O -1.166 -0.727 -0.540
H 2.366 1.525 -1.558
H 2.364 2.288 1.179
H 3.833 1.898 0.287
H 3.059 -0.069 1.592
H 3.109 -0.368 -0.147
H 1.058 -0.413 2.743
H -0.477 -0.491 1.839
H 0.896 -2.277 1.049
H 1.772 -1.956 -0.440
N 0.301 0.388 -2.497
S -0.478 0.725 -3.890
C -1.941 -0.247 -4.199
C -2.795 0.272 -5.169
C -3.967 -0.404 -5.458
C -4.276 -1.577 -4.776
C -3.413 -2.075 -3.812
C -2.231 -1.409 -3.510
C 0.631 0.077 -5.116
C 0.774 -1.286 -5.348
C 1.711 -1.711 -6.276
C 2.486 -0.782 -6.964
C 2.335 0.575 -6.724
C 1.405 1.011 -5.791
H 0.506 -0.610 -2.447
H -2.551 1.198 -5.680
H -4.648 -0.006 -6.199
H -5.201 -2.097 -4.991
H -3.655 -2.983 -3.275
H -1.594 -1.788 -2.720
H 0.159 -2.006 -4.822
H 1.832 -2.769 -6.468
H 3.210 -1.123 -7.693
H 2.937 1.295 -7.262
H 1.279 2.068 -5.586
C -2.604 4.710 1.567
Si -1.718 5.464 0.120
C 0.123 5.309 0.350
C -2.163 7.272 -0.060
Si -2.370 4.396 -1.855
Te -2.579 1.915 -1.472
Si -4.547 4.891 -2.503
C -5.095 3.752 -3.883
C -5.650 4.614 -1.022
C -4.726 6.660 -3.076
Si -0.834 4.832 -3.552
C -1.454 4.195 -5.212
C -0.625 6.688 -3.697
C 0.846 4.102 -3.178
H -2.400 5.285 2.476
H -2.240 3.691 1.722
H -3.686 4.670 1.416
H 0.414 5.721 1.323
H 0.672 5.850 -0.425
H 0.426 4.259 0.337
H -1.927 7.816 0.861
H -3.230 7.403 -0.261
H -1.608 7.739 -0.879
H -4.716 2.735 -3.743
H -4.750 4.110 -4.857
H -6.188 3.703 -3.908
H -5.512 3.608 -0.614
H -6.703 4.730 -1.294
H -5.422 5.327 -0.225
H -4.042 6.893 -3.897
H -4.527 7.366 -2.265
H -5.748 6.832 -3.431
H -2.526 3.986 -5.188
H -0.945 3.274 -5.509
H -1.276 4.944 -5.990
H -1.585 7.199 -3.807
H -0.014 6.922 -4.575
H -0.126 7.104 -2.817
H 0.786 3.061 -2.853
H 1.327 4.656 -2.368
H 1.499 4.158 -4.057
*
```

Values from the calculation:
- HOMO energy (spin up / spin down): -6.709 / -6.709 eV
- Frontier orbital gap (spin up / spin down): 6.34 / 6.34 eV
- Calculated total energy: -3471.342734 a.u.
- F_max: 2.92 eV/A

---

[2]
A 6-piece molecular cluster, C27H47N5O8 overall, computed with the ωB97M-V functional and the def2-TZVPD basis.

The geometry in ORCA input format:
```
! RIJCOSX wB97M-V def2-TZVPD def2/J DEFGRID3
* xyz 0 1
C 1.227 -1.340 2.300
C 1.456 -0.587 1.253
C 1.650 0.426 -0.008
C 0.272 1.301 -0.075
C -0.946 0.774 -0.667
C -2.275 1.720 -0.730
O -2.971 1.623 -1.785
C -2.500 2.693 0.514
O -3.721 3.072 1.134
C -4.896 2.807 0.324
C -5.456 1.297 0.622
C -6.067 0.564 -0.683
C -1.287 3.219 1.122
C 0.179 2.811 0.539
O 1.196 3.587 0.591
H 0.942 -2.062 3.150
H 1.766 -0.228 -0.953
H 2.574 1.066 0.229
H -0.918 -0.286 -1.105
H -5.735 3.515 0.719
H -4.795 3.041 -0.795
H -6.339 1.403 1.379
H -4.679 0.630 1.150
H -7.118 0.124 -0.441
H -5.390 -0.336 -0.914
H -6.102 1.273 -1.585
H -1.299 3.906 2.036
C 5.526 2.038 -2.943
C 4.087 1.615 -2.833
O 3.755 0.433 -2.831
N 3.139 2.586 -2.733
C 3.322 4.020 -2.717
H 6.161 1.153 -3.014
H 5.672 2.641 -3.842
H 5.820 2.603 -2.054
H 2.198 2.221 -2.664
H 2.910 4.406 -1.782
H 2.764 4.445 -3.555
H 4.370 4.305 -2.798
C -5.066 -3.619 -0.473
C -6.220 -3.432 -1.420
O -7.140 -2.659 -1.177
N -6.224 -4.152 -2.577
C -5.242 -5.104 -3.042
H -5.207 -2.979 0.400
H -5.022 -4.658 -0.137
H -4.129 -3.336 -0.962
H -7.031 -3.970 -3.158
H -4.857 -4.755 -4.003
H -5.741 -6.066 -3.185
H -4.418 -5.223 -2.341
C -1.239 0.377 6.622
C -1.876 0.691 5.295
O -2.424 -0.170 4.618
N -1.831 1.978 4.852
C -1.238 3.128 5.497
H -1.356 -0.686 6.837
H -0.171 0.607 6.589
H -1.726 0.946 7.417
H -2.280 2.108 3.955
H -2.020 3.875 5.650
H -0.478 3.539 4.829
H -0.784 2.877 6.454
C 9.344 2.707 1.265
C 8.058 2.393 0.552
O 7.222 3.256 0.308
N 7.833 1.104 0.174
C 8.684 -0.049 0.366
H 9.378 3.772 1.501
H 9.402 2.144 2.200
H 10.197 2.468 0.625
H 6.948 0.975 -0.299
H 8.917 -0.468 -0.615
H 8.129 -0.789 0.947
H 9.608 0.201 0.884
C -0.252 -4.080 -0.967
C -1.406 -3.896 -1.915
O -2.329 -3.125 -1.674
N -1.407 -4.616 -3.070
C -0.422 -5.567 -3.535
H -0.394 -3.440 -0.094
H -0.204 -5.118 -0.630
H 0.684 -3.795 -1.455
H -2.214 -4.437 -3.652
H -0.037 -5.218 -4.496
H -0.918 -6.530 -3.678
H 0.403 -5.684 -2.834
*
```

Values from the calculation:
- HOMO energy: -9.076 eV
- Frontier orbital gap: 7.99 eV
- Calculated total energy: -1932.480065 a.u.
- F_max: 6.19 eV/A

---

[3]
A 11-piece molecular cluster, C27H48BFN11O2S overall, computed with the ωB97M-V functional and the def2-TZVPD basis.

The geometry in ORCA input format:
```
! RIJCOSX wB97M-V def2-TZVPD def2/J DEFGRID3
* xyz -1 1
C -4.793 0.329 -0.470
C -4.312 1.256 -1.574
O -5.160 2.441 -1.592
C -4.435 0.648 -2.961
N -3.860 -0.690 -3.048
C -2.620 -0.748 -3.838
C -1.349 -0.414 -3.085
O -1.142 -1.251 -1.998
B 0.185 -1.093 -1.356
S 0.653 -2.838 -0.616
C 0.249 0.032 -0.146
C -0.935 0.972 -0.056
F 1.416 0.856 -0.300
H -5.416 -0.463 -0.874
H -5.340 0.932 0.249
H -3.979 -0.153 0.066
H -3.289 1.599 -1.435
H -4.644 3.180 -1.233
H -3.983 1.348 -3.670
H -5.500 0.612 -3.203
H -4.525 -1.268 -3.543
H -2.684 -0.057 -4.692
H -2.531 -1.743 -4.270
H -1.362 0.654 -2.810
H -0.517 -0.530 -3.796
H 1.028 -0.834 -2.200
H 1.282 -2.503 0.522
H 0.354 -0.447 0.827
H -1.854 0.414 -0.229
H -0.877 1.766 -0.797
H -1.012 1.418 0.937
C 2.192 -5.252 3.195
C 2.078 -5.330 1.745
N 2.003 -5.359 0.600
H 1.645 -6.056 3.677
H 3.232 -5.317 3.512
H 1.791 -4.312 3.562
C 4.360 0.311 -0.287
C 5.159 -0.873 -0.028
N 5.775 -1.820 0.182
H 3.345 0.046 -0.582
H 4.296 0.933 0.601
H 4.794 0.911 -1.086
C -8.071 3.317 -2.239
C -9.346 2.685 -2.544
N -10.357 2.198 -2.788
H -7.261 2.591 -2.174
H -7.807 4.043 -3.009
H -8.113 3.842 -1.284
C 7.703 0.359 3.417
C 6.583 1.087 2.839
N 5.700 1.661 2.381
H 7.576 -0.711 3.306
H 8.640 0.627 2.933
H 7.802 0.573 4.479
C 7.838 1.619 8.274
C 8.372 0.654 7.326
N 8.784 -0.104 6.569
H 7.276 2.395 7.758
H 7.171 1.133 8.984
H 8.641 2.096 8.834
C -9.001 7.396 -3.566
C -8.015 6.453 -4.068
N -7.235 5.709 -4.461
H -8.526 8.330 -3.270
H -9.745 7.619 -4.329
H -9.518 6.987 -2.699
C 9.598 -4.165 5.475
C 9.357 -3.136 4.478
N 9.159 -2.326 3.692
H 8.906 -4.996 5.347
H 10.612 -4.553 5.394
H 9.467 -3.764 6.479
C -7.769 4.509 -7.511
C -8.033 4.716 -8.928
N -8.239 4.884 -10.044
H -7.086 3.675 -7.358
H -7.320 5.391 -7.063
H -8.688 4.290 -6.970
C 5.551 -4.311 -2.184
C 6.025 -5.333 -3.106
N 6.405 -6.141 -3.829
H 4.985 -3.542 -2.707
H 4.899 -4.739 -1.424
H 6.381 -3.826 -1.674
C -0.828 -3.065 6.299
C 0.152 -4.121 6.094
N 0.915 -4.958 5.913
H -0.336 -2.105 6.441
H -1.489 -2.982 5.438
H -1.437 -3.269 7.178
*
```

Values from the calculation:
- HOMO energy: -4.117 eV
- Frontier orbital gap: 5.62 eV
- Calculated total energy: -2333.282171 a.u.
- F_max: 0.69 eV/A

---

[4]
A 6-piece molecular cluster, C27H48F13N2O5 overall, computed with the ωB97M-V functional and the def2-TZVPD basis.

The geometry in ORCA input format:
```
! RIJCOSX wB97M-V def2-TZVPD def2/J DEFGRID3
* xyz 1 1
C 3.789 -1.017 -0.156
C 3.593 0.511 0.017
C 3.086 1.098 -1.313
C 2.362 2.465 -1.184
C 1.200 2.575 -2.196
C -0.174 2.610 -1.567
C -0.414 2.008 -0.299
C -1.684 2.070 0.225
C -2.684 2.713 -0.522
C -4.107 2.873 -0.049
C -5.076 2.237 -1.070
C -6.520 2.302 -0.558
F -6.743 3.515 -0.019
F -6.630 1.390 0.432
C -7.531 2.000 -1.685
F -7.248 0.793 -2.178
F -7.275 2.902 -2.660
C -9.034 2.163 -1.349
F -9.713 2.027 -2.490
F -9.229 3.416 -0.919
C -9.647 1.222 -0.276
F -10.978 1.451 -0.323
F -9.231 1.570 0.938
C -9.490 -0.299 -0.491
F -9.638 -0.593 -1.788
F -8.277 -0.716 -0.114
C -10.567 -1.141 0.299
F -11.641 -1.319 -0.435
F -10.037 -2.340 0.547
F -10.867 -0.592 1.461
N -2.320 3.222 -1.686
N -1.128 3.192 -2.254
H 3.877 -1.484 0.815
H 2.921 -1.412 -0.693
H 4.659 -1.199 -0.786
H 2.919 0.709 0.854
H 4.582 0.914 0.222
H 2.388 0.383 -1.757
H 3.903 1.202 -2.025
H 2.073 2.686 -0.157
H 3.076 3.242 -1.465
H 1.231 1.805 -2.967
H 1.289 3.527 -2.726
H 0.388 1.518 0.232
H -1.916 1.651 1.194
H -4.222 2.472 0.952
H -4.302 3.949 -0.024
H -4.970 2.708 -2.045
H -4.823 1.180 -1.170
H -3.035 3.704 -2.221
C 6.799 -3.187 3.891
C 5.466 -3.051 3.182
O 5.638 -2.675 1.816
H 7.352 -2.247 3.848
H 6.663 -3.466 4.937
H 7.406 -3.949 3.401
H 4.858 -2.276 3.649
H 4.913 -3.995 3.228
H 6.164 -3.363 1.396
C 3.634 -1.628 -5.266
C 3.123 -2.040 -3.898
O 2.157 -1.112 -3.396
H 4.080 -0.634 -5.221
H 4.382 -2.331 -5.632
H 2.815 -1.587 -5.989
H 3.937 -2.061 -3.175
H 2.676 -3.038 -3.940
H 1.425 -1.092 -4.020
C 8.614 1.998 -1.104
C 7.545 1.040 -1.593
O 6.233 1.493 -1.249
H 8.548 2.119 -0.022
H 9.611 1.634 -1.356
H 8.484 2.985 -1.553
H 7.666 0.062 -1.130
H 7.611 0.916 -2.679
H 6.111 2.354 -1.662
C -8.558 1.672 3.940
C -7.866 1.839 5.281
O -7.462 3.188 5.499
H -7.896 1.993 3.134
H -8.843 0.633 3.770
H -9.458 2.289 3.888
H -6.960 1.235 5.320
H -8.523 1.518 6.096
H -8.251 3.738 5.485
C 9.915 -7.151 1.541
C 9.204 -6.287 2.565
O 7.813 -6.151 2.266
H 9.803 -6.728 0.543
H 10.978 -7.235 1.770
H 9.487 -8.156 1.520
H 9.621 -5.281 2.571
H 9.317 -6.711 3.568
H 7.426 -7.031 2.269
*
```

Values from the calculation:
- HOMO energy: -11.492 eV
- Frontier orbital gap: 6.94 eV
- Calculated total energy: -2841.270273 a.u.
- F_max: 1.33 eV/A

---

[5]
C27H48F3I2N5NbO4S as an isolated structure, computed with the ωB97M-V functional and the def2-TZVPD basis.

The geometry in ORCA input format:
```
! RIJCOSX wB97M-V def2-TZVPD def2/J DEFGRID3
* xyz -1 1
C 2.262 -0.895 -9.442
C 1.008 -1.758 -9.046
S 1.090 -2.400 -7.300
C -0.627 -2.035 -6.678
Nb -0.701 -1.951 -4.372
C 0.157 -4.048 -4.405
C 1.555 -4.352 -3.742
C 2.456 -3.197 -3.285
N 3.236 -2.483 -4.308
O 2.630 -2.843 -2.146
C -2.779 -2.883 -4.362
C -3.477 -3.063 -2.955
C -3.879 -1.767 -2.241
F -3.505 -1.647 -0.918
C -4.599 -0.752 -2.739
F -5.552 -0.877 -3.679
F -4.329 0.506 -2.296
C -0.505 -1.954 -2.102
C -0.365 -3.149 -1.276
C -0.208 -3.171 0.143
N -0.166 -2.026 0.857
C -0.328 -0.908 0.138
C -0.505 -0.733 -1.273
C -1.512 0.229 -4.415
I -3.188 0.485 -5.838
C -0.347 1.153 -5.012
C -0.811 2.468 -5.748
I 1.175 1.718 -3.586
H 2.875 -1.499 -10.157
H 1.901 -0.007 -10.024
H 2.854 -0.533 -8.577
H 0.808 -2.569 -9.784
H 0.119 -1.078 -9.102
H -1.344 -2.816 -7.039
H -0.881 -1.053 -7.143
H 0.951 -1.177 -4.495
H -0.609 -4.700 -3.898
H 0.190 -4.430 -5.461
H 1.390 -5.016 -2.855
H 2.155 -4.981 -4.454
H 3.302 -1.522 -3.965
H 4.174 -2.884 -4.345
H -3.533 -2.426 -5.046
H -2.634 -3.932 -4.751
H -4.444 -3.610 -3.158
H -2.912 -3.763 -2.292
H -0.386 -4.135 -1.791
H -0.083 -4.138 0.677
H -0.303 0.053 0.733
H -0.638 0.263 -1.723
H -1.903 0.577 -3.433
H 0.157 0.527 -5.790
H -0.995 2.309 -6.838
H -1.640 3.012 -5.245
H 0.064 3.172 -5.717
C -0.558 2.747 2.772
O -0.948 1.751 2.192
N 0.471 2.780 3.646
C 0.888 4.003 4.310
C 1.183 1.546 3.928
H -1.033 3.732 2.623
H 1.929 4.213 4.050
H 0.804 3.871 5.385
H 0.268 4.843 4.005
H 1.603 1.154 2.999
H 0.483 0.812 4.330
H 1.981 1.723 4.645
C 2.127 -0.584 6.792
O 2.106 0.620 6.959
N 1.163 -1.443 7.194
C 1.255 -2.870 6.959
C 0.001 -0.915 7.884
H 2.965 -1.085 6.278
H 0.403 -3.191 6.354
H 1.237 -3.396 7.917
H 2.176 -3.117 6.434
H -0.507 -0.197 7.238
H 0.322 -0.400 8.791
H -0.683 -1.721 8.144
C -0.083 5.884 7.392
O 0.711 5.783 6.479
N 0.242 6.124 8.684
C -0.760 6.232 9.724
C 1.642 6.278 9.035
H -1.170 5.783 7.231
H -0.696 7.221 10.186
H -0.578 5.467 10.482
H -1.760 6.096 9.314
H 2.066 7.112 8.473
H 2.183 5.368 8.768
H 1.746 6.465 10.103
*
```

Values from the calculation:
- HOMO energy: -4.933 eV
- Frontier orbital gap: 6.62 eV
- Calculated total energy: -2982.209021 a.u.
- F_max: 3.07 eV/A

---

Question: Among the records above, which one has the lowest F_max?
Answer: C27H48BFN11O2S